Record 1
Below is a cluster of 2 separate species, C18H20F3N2O4S in total, with properties calculated with ωB97M-V/def2-TZVPD.

Each line ends with the Mulliken charge.
Positions of all 48 atoms, in Å:
F  3.34523  -3.02181  -0.19600  -0.255
C  2.20035  -3.02886  0.55136  0.782
F  1.85746  -4.30969  0.81051  -0.242
F  2.44910  -2.40074  1.72662  -0.201
S  0.97346  -2.17103  -0.43757  0.004
N  -0.45721  -3.08215  0.07266  0.245
C  -1.59512  -2.30190  0.22409  0.131
O  -1.65271  -1.10892  -0.02647  -0.567
C  -2.72126  -3.23016  0.59410  -0.376
C  -2.17943  -4.60868  0.31280  -0.473
C  -0.83108  -4.38767  -0.37244  0.268
O  -0.22143  -5.08799  -1.14431  -0.591
H  -2.98353  -3.08568  1.64684  0.251
H  -3.59695  -2.96820  -0.00909  0.342
H  -1.99784  -5.15950  1.24716  0.247
H  -2.84104  -5.20894  -0.31731  0.305
C  -2.76146  1.45392  -0.89425  -1.170
C  -1.81680  2.12564  0.08906  -0.584
N  -1.33438  1.31081  1.21803  0.480
C  -2.17215  1.35700  2.40099  -0.821
C  -1.93067  2.62057  3.21108  -1.175
C  -0.12445  0.65523  1.30799  -0.226
C  0.66515  0.67745  0.09275  -0.684
C  2.01458  1.10580  0.17041  0.600
C  2.67364  1.40307  -1.15318  0.527
C  1.96045  2.12425  -2.11653  -0.209
C  2.62930  2.67763  -3.21309  -0.685
C  3.99739  2.44570  -3.37524  -0.351
C  4.69859  1.66433  -2.44305  -0.515
C  4.04332  1.15391  -1.32313  -0.495
O  2.65178  1.30226  1.21670  -0.774
O  0.22388  0.08552  2.35090  -0.740
H  -2.76975  2.02280  -1.83301  0.396
H  -2.43304  0.43409  -1.11808  0.185
H  -3.78164  1.42448  -0.48355  0.355
H  -0.94154  2.52842  -0.44224  0.412
H  -2.39211  2.94332  0.54994  0.322
H  -3.20268  1.32210  2.02941  0.400
H  -1.96689  0.45649  2.98926  0.392
H  -2.51833  2.60140  4.13083  0.405
H  -0.86838  2.70747  3.47026  0.268
H  -2.22316  3.50054  2.62760  0.291
H  0.14652  0.59740  -0.86207  0.988
H  0.88761  2.26319  -1.96750  0.116
H  2.05758  3.27562  -3.92603  0.350
H  4.51593  2.88051  -4.23004  0.336
H  5.75811  1.46467  -2.59983  0.347
H  4.56563  0.57633  -0.55733  0.391

Cartesian forces (eV/Å) of the 3 atoms listed first:
F -0.563 -0.068 0.865
C 0.324 0.187 0.290
F 0.446 0.518 0.154

Its spin multiplicity is 1. Its total charge is -1. The energy relative to the best compared isomer or geometry (same formula, charge and spin) is 3.7 kcal/mol.

=====

Record 2
Below is a structure of composition C18H20F4N7O4SZr, with properties calculated with ωB97M-V/def2-TZVPD.

Each line ends with the Mulliken charge.
Positions of all 55 atoms, in Å:
Zr  0.11634  0.05907  0.16370  0.510
C  0.79141  0.12053  3.71414  -1.529
C  -0.69810  0.00953  3.40806  -0.970
N  -0.99502  -0.73082  2.14696  0.153
C  -0.86454  -2.20671  2.43349  -0.821
C  0.39156  -2.91180  1.90492  -1.061
C  -2.38140  -0.42466  1.71696  -1.089
C  -2.66981  -1.06074  0.34247  -1.227
N  -1.39432  -1.26800  -0.33140  1.756
C  -1.30833  -2.06369  -1.44280  -0.997
C  -0.01679  -2.41508  -1.85879  0.323
F  0.98798  -1.96586  -1.04673  -0.350
C  0.25914  -3.16268  -2.97797  0.153
F  1.51921  -3.43526  -3.29406  -0.285
C  -0.77801  -3.63235  -3.76199  -0.514
C  -2.06782  -3.32412  -3.37462  0.291
F  -3.08754  -3.75224  -4.11173  -0.301
C  -2.34019  -2.56443  -2.24950  0.703
F  -3.61788  -2.26715  -1.96355  -0.357
H  0.94850  0.69518  4.62694  0.461
H  1.23034  -0.86367  3.87822  0.340
H  1.34004  0.59975  2.90501  0.329
H  -1.19495  -0.49910  4.23839  0.543
H  -1.15434  0.99316  3.33976  0.790
H  -0.89688  -2.33333  3.51582  0.597
H  -1.74999  -2.70431  2.04356  0.487
H  1.20528  -2.21629  1.71710  0.201
H  0.74933  -3.62925  2.64228  0.391
H  0.18196  -3.46873  0.99587  0.233
H  -3.10274  -0.79277  2.45081  0.486
H  -2.48916  0.65738  1.65366  0.310
H  -3.18678  -2.01379  0.46819  0.749
H  -3.34112  -0.41395  -0.22813  0.521
H  -0.58454  -4.22483  -4.64406  0.527
N  -0.16339  4.22010  1.70840  0.117
C  -0.10504  2.95936  2.12423  -0.457
N  -0.61989  2.17070  1.19761  0.446
C  -0.94123  3.05200  0.19122  0.638
N  -0.68452  4.29871  0.48131  -0.693
C  -1.41464  2.61880  -1.11157  -0.079
C  -1.90304  3.52052  -2.05412  -0.533
N  -2.27356  3.12127  -3.25841  -0.534
C  -2.13393  1.83073  -3.53884  -0.528
C  -1.64094  0.92774  -2.60885  -0.229
N  -1.30455  1.31216  -1.37712  0.767
H  0.16700  5.05370  2.16906  0.231
H  0.29476  2.66911  3.08073  0.497
H  -1.98836  4.57343  -1.81811  0.495
H  -2.42654  1.50918  -4.52976  0.417
H  -1.51484  -0.11544  -2.85932  0.251
O  1.71599  2.05356  0.16436  -0.499
S  2.31284  0.90170  -0.53198  0.928
O  3.61814  0.98658  -1.04879  -0.637
O  2.06008  -0.21078  0.51976  -0.485
O  1.20602  0.51818  -1.51135  -0.468

Cartesian forces (eV/Å) of the 3 atoms listed first:
Zr -3.774 0.288 1.111
C -0.262 -0.264 -0.065
C 0.048 0.068 0.201

Its spin multiplicity is 1. Its total charge is +1. The energy relative to the best compared isomer or geometry (same formula, charge and spin) is 22.1 kcal/mol.

=====

Record 3
Below is the molecule C18H20FNO5S, with properties calculated with ωB97M-V/def2-TZVPD.

Each line ends with the Mulliken charge.
Positions of all 46 atoms, in Å:
O  -2.47797  -2.79589  0.54451  -0.690
C  -1.65807  -1.91696  0.73534  0.127
N  -1.97813  -0.61963  0.94894  0.136
C  -3.33708  -0.13943  0.93777  -1.168
C  -3.77033  0.38311  -0.45191  0.796
C  -4.25734  -0.74304  -1.36922  -0.607
C  -5.75334  -0.77185  -1.06334  -0.662
C  -6.04957  0.70560  -0.80800  -0.588
O  -4.85428  1.28445  -0.30289  -0.502
C  -0.21031  -2.18629  0.75782  0.556
C  0.46070  -3.37326  0.61923  -0.740
C  1.83363  -3.06930  0.72512  -0.603
C  1.91472  -1.71784  0.92344  0.463
C  3.07488  -0.82547  1.02735  -1.068
S  3.76008  -0.52088  -0.66530  1.124
O  4.85422  0.40037  -0.52929  -0.623
O  4.03081  -1.79142  -1.27344  -0.656
C  2.41353  0.27821  -1.62784  -1.164
C  1.75443  1.36045  -0.84912  -0.069
C  2.52494  2.35940  -0.25814  -0.258
C  1.92994  3.35780  0.49039  -0.751
C  0.55309  3.35523  0.63220  0.328
F  -0.03362  4.32233  1.36191  -0.339
C  -0.23867  2.38474  0.04512  -0.620
C  0.37217  1.38587  -0.69362  0.088
O  0.67782  -1.17222  0.93757  -0.198
H  -1.23345  0.05093  1.05630  0.118
H  -3.98342  -0.96739  1.23608  0.309
H  -3.43843  0.67460  1.65908  0.339
H  -2.93170  0.93955  -0.89268  0.044
H  -4.08892  -0.47794  -2.41389  0.418
H  -3.76288  -1.68567  -1.15018  0.275
H  -5.94496  -1.36133  -0.16701  0.230
H  -6.34599  -1.17412  -1.88097  0.429
H  -6.31964  1.21929  -1.74048  0.304
H  -6.84648  0.86515  -0.07726  0.315
H  0.01078  -4.33167  0.46471  0.563
H  2.65743  -3.74800  0.65554  0.545
H  3.90071  -1.27723  1.56927  0.576
H  2.82090  0.14638  1.43885  0.339
H  2.92535  0.65447  -2.51222  0.596
H  1.73312  -0.52103  -1.90726  0.366
H  3.59680  2.33777  -0.37876  0.497
H  2.51538  4.13407  0.95639  0.477
H  -1.31058  2.42977  0.16301  0.497
H  -0.23151  0.62494  -1.16672  0.450

Cartesian forces (eV/Å) of the 3 atoms listed first:
O 0.044 -0.236 -0.002
C 0.044 0.417 0.099
N 0.087 0.197 -0.042

Its SMILES is O=C(NC[C@H]1CCCO1)c1ccc(CS(=O)(=O)Cc2ccc(F)cc2)o1. Its spin multiplicity is 1. Its total charge is 0.

=====

Record 4
Below is a structure of composition C18H20IrNO6STe, with properties calculated with ωB97M-V/def2-TZVPD.

Each line ends with the Mulliken charge.
Positions of all 48 atoms, in Å:
Ir  1.18329  0.82062  -1.14358  1.524
O  3.31015  0.97715  -0.91460  -0.625
C  3.82532  -0.32223  -0.56192  -0.645
C  2.94143  -0.96072  0.49395  -0.676
N  1.52361  -1.04977  0.07066  0.535
C  0.65922  -1.19937  1.26608  -1.764
C  -0.62413  0.92747  0.42604  1.194
O  -1.69761  1.43041  1.30599  -0.662
O  -0.85885  0.83021  -0.88213  -0.867
C  1.36335  -2.10385  -0.95373  -0.443
C  1.83129  -1.67422  -2.36982  0.328
O  2.32681  -2.53368  -3.07013  -0.706
O  1.62499  -0.44391  -2.70193  -0.651
H  3.38566  1.56914  -0.15386  0.371
H  3.85970  -0.88749  -1.48948  0.362
H  4.84315  -0.21592  -0.18387  0.463
H  3.33144  -1.95637  0.73923  0.296
H  2.98472  -0.34737  1.39558  0.361
H  0.54774  -2.25458  1.54321  0.224
H  1.16086  -0.68562  2.07803  0.416
H  1.90012  -3.01379  -0.67050  0.266
H  0.30977  -2.35132  -1.04617  0.338
C  -1.71898  -1.40670  0.37275  -2.016
C  -0.67701  -0.53645  1.01288  1.859
O  0.54057  1.57764  0.66172  -0.929
C  -1.49086  0.54773  2.35254  0.597
C  -2.55808  -0.27318  2.81486  -0.165
C  -2.46156  -0.94448  4.01146  -0.869
C  -1.34752  -0.75195  4.82455  -0.320
C  -0.33389  0.13303  4.45518  -0.560
C  -0.41964  0.80970  3.26353  -0.561
H  -1.36357  -1.62537  -0.63351  0.406
H  -2.65641  -0.87614  0.23271  0.557
H  -1.86821  -2.34272  0.91160  0.277
H  -3.42899  -0.37560  2.18394  0.516
H  -3.26049  -1.59831  4.33289  0.429
H  -1.28185  -1.27444  5.76990  0.438
H  0.49565  0.31305  5.12576  0.464
H  0.32196  1.52730  2.93809  0.581
Te  1.18325  2.85298  -2.74712  -0.083
C  -0.63729  2.62160  -3.76204  -0.108
C  -1.91065  2.58531  -3.26706  -0.171
C  -2.89472  2.42521  -4.27657  -0.636
C  -2.35581  2.34398  -5.52614  -0.365
S  -0.65042  2.43555  -5.47085  -0.140
H  -2.12719  2.66426  -2.21074  0.425
H  -3.95715  2.37832  -4.08214  0.347
H  -2.87319  2.23488  -6.46524  0.383

Cartesian forces (eV/Å) of the 3 atoms listed first:
Ir 0.043 -0.440 0.173
O -0.043 -0.140 -0.070
C 0.022 -0.042 -0.002

Its spin multiplicity is 1. Its total charge is 0. The energy relative to the best compared isomer or geometry (same formula, charge and spin) is 112.8 kcal/mol.

=====

Record 5
Below is the molecule C18H20N2O4, with properties calculated with ωB97M-V/def2-TZVPD.

Each line ends with the Mulliken charge.
Positions of all 44 atoms, in Å:
N  -2.29768  2.45833  -1.12777  -0.716
C  -2.06171  1.12029  -1.65163  0.329
C  -0.74798  1.09786  -2.59805  -1.189
C  -0.50489  -0.24912  -3.28254  0.367
C  -0.21014  -1.39498  -2.56073  0.032
C  0.30535  -2.57472  -3.14647  -0.551
C  0.17777  -2.70930  -4.52595  -0.413
C  0.04942  -1.50030  -5.27618  -0.365
C  -0.36388  -0.30306  -4.64936  -0.421
C  -1.96931  0.33824  -0.35752  -0.015
O  -2.60596  -0.63757  0.01873  -0.725
N  -1.07221  0.80485  0.56248  0.014
C  -1.38514  0.38740  1.94437  0.466
C  -0.57073  -0.67412  2.60253  -1.550
C  0.94957  -0.45418  2.67339  0.425
C  1.55126  0.16505  3.71759  -0.233
C  2.87819  0.06051  3.99770  -0.630
C  3.73359  -0.59565  3.11769  0.591
O  4.98158  -0.99872  3.46796  -0.533
C  3.21102  -1.00604  1.76790  -0.894
C  1.83435  -0.86388  1.64557  0.080
C  -1.26350  1.69952  2.69823  0.228
O  -0.35371  2.20452  3.34179  -0.617
O  -2.31174  2.50448  2.43743  -0.445
H  -2.45834  3.08581  -1.87695  0.267
H  -3.24566  2.46898  -0.58737  0.238
H  -2.98076  0.79987  -2.24570  0.256
H  -0.91842  1.99213  -3.19589  0.470
H  0.06679  1.38662  -1.96517  0.369
H  -0.34826  -1.44610  -1.51032  0.279
H  0.54080  -3.35653  -2.36155  0.334
H  0.12173  -3.72065  -5.04879  0.303
H  0.02063  -1.52933  -6.45320  0.233
H  -0.50933  0.62439  -5.19705  0.340
H  -1.02907  1.81886  0.25026  0.500
H  -2.39753  0.07585  1.92565  0.522
H  -1.03477  -1.07522  3.51726  0.425
H  -0.64726  -1.51056  1.88771  0.426
H  0.99436  0.60516  4.57615  0.260
H  3.24064  0.68863  4.77408  0.325
H  5.30980  -0.36072  4.17498  0.313
H  3.87747  -1.21341  0.97130  0.479
H  1.41702  -1.54637  0.84637  0.091
H  -1.97339  3.33317  2.70107  0.333

Cartesian forces (eV/Å) of the 3 atoms listed first:
N -1.955 0.483 1.530
C -0.646 -0.608 -1.140
C -2.425 -0.361 1.601

Its SMILES is N[C@@H](Cc1ccccc1)C(=O)N[C@@H](Cc1ccc(O)cc1)C(=O)O. Its spin multiplicity is 1. Its total charge is 0. The energy relative to the best compared isomer or geometry (same formula, charge and spin) is 89.5 kcal/mol.

=====

Calculated E_tot in order - -49149.273, -60593.379, -44270.466, -53728.769, -30158.506 eV
Calculated HOMO-LUMO gap in order - 5.526, 7.521, 9.507, 3.652, 8.681 eV